The following is a quantum chemistry calculation of a molecular structure, C32H31NO4Si2W in a non-equilibrium geometry, from the Open Molecules 2025 dataset.

```
71
Properties=species:S:1:pos:R:3:forces:R:3
W 0.1147 -0.1225 -0.2038 -0.161 -0.718 0.793
O 1.8048 -3.6570 1.4612 0.223 -0.596 0.199
C 1.4420 -2.4338 1.1567 0.161 0.436 0.077
O 0.4873 -2.2230 0.3960 -0.443 -0.066 -0.373
C 2.1260 -1.3158 1.6992 -0.133 0.384 -0.131
C 3.1899 -1.3269 2.5503 0.266 -0.041 0.235
C 3.7147 -0.1207 3.0385 0.119 0.020 0.069
C 3.0761 1.0569 2.6844 0.248 -0.064 0.203
C 1.9953 1.0496 1.8302 -0.157 -0.228 -0.140
N 1.5318 -0.1337 1.2386 0.148 0.004 0.095
C 1.1640 2.1090 1.4151 0.279 -0.504 0.115
O 1.2372 3.3644 1.8023 0.231 0.734 0.365
O 0.2459 1.8205 0.6262 -0.664 -0.041 -0.520
H 1.2033 -4.2532 0.9928 -0.006 -0.143 -0.037
H 3.5998 -2.2888 2.8426 -0.002 0.143 0.004
H 4.5706 -0.1124 3.6987 -0.064 -0.009 -0.036
H 3.4299 2.0011 3.0842 0.026 -0.016 0.033
H 1.9314 3.4625 2.4633 0.041 0.121 0.037
C 2.8534 -1.5675 -2.0499 0.114 -0.335 -0.077
Si 2.0470 0.0945 -1.7688 -0.295 0.227 -0.060
C 3.4150 1.2332 -1.1827 0.158 0.197 0.169
C 1.3735 0.7722 -3.3762 0.038 0.023 -0.263
C 2.1836 0.7753 -4.5194 0.007 -0.022 -0.041
C 1.7242 1.2879 -5.7249 -0.029 0.004 0.055
C 0.4368 1.8118 -5.7978 -0.033 -0.018 0.092
C -0.3728 1.8163 -4.6671 0.015 -0.012 -0.052
C 0.0729 1.2998 -3.4422 -0.012 0.064 -0.241
Si -1.0610 1.4013 -1.9146 0.272 0.044 -0.813
C -2.7910 1.0572 -2.5604 -0.352 -0.159 0.023
C -1.0755 3.2368 -1.5098 -0.010 0.265 0.342
H 3.6797 -1.4728 -2.7683 -0.123 -0.052 0.131
H 2.1268 -2.2810 -2.4514 0.163 0.079 0.072
H 3.2644 -1.9680 -1.1145 -0.013 0.008 -0.121
H 4.1426 1.3606 -1.9946 -0.077 0.008 0.123
H 3.9386 0.8177 -0.3123 -0.034 0.091 -0.115
H 3.0301 2.2262 -0.9208 0.098 -0.093 -0.032
H 3.1933 0.3610 -4.4725 -0.181 0.085 -0.016
H 2.3635 1.2793 -6.6020 -0.056 -0.001 0.056
H 0.0647 2.2148 -6.7353 0.036 -0.040 0.083
H -1.3801 2.2285 -4.7433 0.182 -0.070 -0.005
H -3.1484 1.9221 -3.1329 0.022 -0.119 0.068
H -3.5115 0.8768 -1.7509 0.109 0.022 -0.149
H -2.7829 0.1797 -3.2161 -0.071 0.137 0.114
H -1.4296 3.7992 -2.3818 0.031 -0.079 0.082
H -0.0701 3.5859 -1.2566 -0.118 0.034 -0.040
H -1.7313 3.4661 -0.6582 0.127 -0.007 -0.164
C -1.0174 -1.3085 -1.4942 0.013 0.405 -0.151
C -1.5494 -2.1001 -2.2714 -0.130 -0.297 -0.131
C -2.0966 -3.0136 -3.1673 -0.154 -0.075 0.015
C -3.4512 -3.5336 -2.9496 0.247 -0.029 -0.062
C -4.3505 -2.8531 -2.1162 -0.053 -0.015 -0.005
C -5.6210 -3.3496 -1.8783 -0.014 -0.006 0.004
C -6.0291 -4.5476 -2.4557 0.042 -0.010 -0.025
C -5.1434 -5.2482 -3.2680 0.054 0.053 0.016
C -3.8709 -4.7520 -3.5112 -0.033 0.015 -0.028
C -1.2444 -3.4382 -4.2946 -0.129 0.073 0.073
C -1.7710 -3.6465 -5.5747 -0.006 -0.045 -0.041
C -0.9432 -3.9985 -6.6309 0.036 0.011 0.028
C 0.4258 -4.1496 -6.4320 -0.072 0.014 0.016
C 0.9605 -3.9401 -5.1662 -0.015 0.005 0.006
C 0.1335 -3.5846 -4.1119 0.076 -0.002 0.018
H -4.0363 -1.9232 -1.6637 0.005 0.086 0.023
H -6.3032 -2.7985 -1.2389 0.074 -0.034 -0.052
H -7.0250 -4.9343 -2.2698 0.076 0.027 -0.013
H -5.4421 -6.1940 -3.7078 0.028 0.075 0.028
H -3.1837 -5.3206 -4.1265 -0.045 0.031 0.038
H -2.8332 -3.5085 -5.7426 0.067 0.000 0.003
H -1.3667 -4.1419 -7.6196 0.031 0.007 0.084
H 1.0705 -4.4226 -7.2596 -0.041 0.018 0.050
H 2.0274 -4.0527 -5.0013 -0.088 0.017 -0.001
H 0.5436 -3.4214 -3.1207 -0.049 -0.025 -0.102
```
Forces are in eV/Å.

## Properties
Maximum force, Eh/bohr: 0.0210
Energy relative to the best compared isomer or geometry (same formula, charge and spin), kJ/mol: 18.4
Total energy, eV: -60946.922
E_HOMO (spin up / spin down), eV: -6.36 / -7.01
Spin multiplicity: 3